Entry 1:
53
Properties=species:S:1:pos:R:3 method="wB97M-V/def2-TZVPD" homo_lumo_gap_ev=10.187 total_charge=0 relative_energy_kcal_mol=0.0 smiles="O=C(O)CCCCCCC[C@@H](O)[C@@H](O)CCCCCCO"
O 1.2233 -0.2978 0.9271
C 1.6577 0.1985 1.9502
O 2.9439 0.3502 2.1720
H 3.4744 0.0191 1.3901
C 0.7797 0.7039 3.0622
H 1.3876 0.8906 3.9466
H 0.0506 -0.0765 3.2851
C 0.0444 1.9816 2.6251
H -0.2404 1.8927 1.5768
H 0.7296 2.8269 2.7121
C -1.2078 2.2491 3.4628
H -0.9501 2.1775 4.5222
C -2.3562 1.2865 3.1524
H -1.9848 0.2617 3.1868
H -3.1130 1.3725 3.9356
C -3.0110 1.5458 1.7924
C -3.6774 0.2933 1.2174
H -4.3707 0.5889 0.4264
C -2.6822 -0.7156 0.6398
H -1.8907 -0.9255 1.3618
H -3.2016 -1.6547 0.4387
C -2.0202 -0.2657 -0.6704
H -2.7745 0.1879 -1.3273
O -1.0420 0.7280 -0.4816
H -0.3027 0.3226 0.0067
C -1.3811 -1.4801 -1.3892
O -2.2945 -2.5406 -1.5627
H -2.9805 -2.2534 -2.1766
H -0.6106 -1.8870 -0.7244
C -0.7523 -1.0492 -2.7213
C 0.3864 -1.9758 -3.1512
H 0.5244 -1.9127 -4.2329
C 1.7088 -1.6353 -2.4574
H 2.3780 -2.4972 -2.5175
C 2.3978 -0.4288 -3.0975
C 3.8113 -0.1543 -2.5771
C 3.8657 0.3973 -1.1512
O 3.8424 -0.6111 -0.1564
H 3.0150 -1.1050 -0.2609
H 4.8086 0.9263 -0.9914
H 3.0371 1.1007 -0.9925
H 4.4095 -1.0674 -2.6184
H 4.2806 0.5804 -3.2342
H 1.7882 0.4648 -2.9500
H 2.4663 -0.6048 -4.1741
H 1.4967 -1.4352 -1.4060
H 0.1002 -3.0027 -2.9140
H -0.3885 -0.0268 -2.6200
H -1.5374 -1.0485 -3.4830
H -4.2629 -0.1949 2.0012
H -2.2722 1.8953 1.0736
H -3.7590 2.3341 1.9020
H -1.5439 3.2703 3.2719



Entry 2:
12
Properties=species:S:1:pos:R:3 method="wB97M-V/def2-TZVPD" homo_lumo_gap_ev="7.621 / 7.622" total_charge=+1 relative_energy_kcal_mol=180.8
C -0.4913 1.1142 1.2375
C -0.8935 0.9171 -0.1309
C -0.2348 -0.2862 1.3548
C 0.4846 -0.3546 -1.0789
C 0.3238 1.1884 -0.9920
N -0.6497 -0.5324 -0.0955
H 0.8374 -0.3300 1.5035
H -0.7170 -0.9251 2.0616
H 0.2098 -0.8435 -1.9966
H 1.4967 -0.7430 -0.7460
H 0.9234 2.0958 -1.0582
H -1.2894 -1.3008 -0.0593



Entry 3:
28
Properties=species:S:1:pos:R:3 method="wB97M-V/def2-TZVPD" homo_lumo_gap_ev=8.215 total_charge=0 relative_energy_kcal_mol=0.0 smiles="Cc1cc(Br)c2[nH]c3c(c2c1)CCCC3=O"
O 0.8502 1.1175 -3.9600
Br -3.9691 2.2406 -0.1989
C 1.1862 0.6024 -2.8976
C 0.2435 0.5577 -1.7461
C 0.6635 -0.0959 -0.5798
C -2.7304 0.6584 1.8429
C -0.4935 -0.3502 1.6887
C -2.5808 1.1286 0.5144
C -0.4117 0.1193 0.3863
C -1.4493 0.8090 -0.2249
C -1.6858 -0.1341 2.4233
N -1.0128 1.0945 -1.5115
C -1.7874 -0.6009 3.8362
C 2.6086 0.1195 -2.6491
C 1.9624 -0.8738 -0.4255
C 2.5838 -1.1613 -1.7947
H -3.6565 0.9085 2.3582
H 0.3325 -0.9541 2.0745
H -1.5591 1.5897 -2.2136
H -1.1859 -1.5342 3.9468
H -1.3671 0.1796 4.4378
H -2.8074 -0.7887 4.1467
H 3.0653 -0.0155 -3.6535
H 3.1526 0.9048 -2.0996
H 1.7979 -1.8010 0.1254
H 2.6605 -0.2821 0.1486
H 3.6110 -1.5259 -1.6372
H 1.9790 -1.9123 -2.3378



Entry 4:
14
Properties=species:S:1:pos:R:3 method="wB97M-V/def2-TZVPD" homo_lumo_gap_ev=10.516 total_charge=0 relative_energy_kcal_mol=82.0
C -1.7974 -0.2542 0.7641
C -0.8445 -0.5756 -0.3586
O 0.2055 -1.2951 -0.1195
C 0.9592 0.1422 -0.9513
O 1.2092 -0.0066 -2.1067
C 1.8118 0.5660 0.2163
H -2.3522 -1.1728 0.9919
H -1.2499 0.0368 1.6650
H -2.5119 0.5254 0.4849
H -1.2995 -0.6361 -1.3635
H -0.2195 0.6704 -0.6750
H 1.2376 0.6022 1.1412
H 2.2263 1.5518 -0.0128
H 2.6252 -0.1544 0.3242



Entry 5:
13
Properties=species:S:1:pos:R:3 method="wB97M-V/def2-TZVPD" homo_lumo_gap_ev=7.947 total_charge=0 relative_energy_kcal_mol=14.6 smiles=CSSP(C)S
C 2.4149 0.9710 0.8720
C -3.1292 0.0401 -0.6098
P 1.4892 0.2479 -0.5377
S -0.4473 -0.2909 0.7119
S 2.4577 -1.6244 -0.5081
S -2.1752 -1.3221 0.1344
H 2.0975 0.5217 1.8140
H 3.4744 0.7701 0.6984
H 2.2450 2.0450 0.8862
H -4.1812 -0.1713 -0.4448
H -2.9162 0.0937 -1.6743
H -2.8588 0.9747 -0.1255
H 1.5291 -2.2556 -1.2168



Entry 6:
18
Properties=species:S:1:pos:R:3 method="wB97M-V/def2-TZVPD" homo_lumo_gap_ev="6.182 / 6.181" total_charge=+1 relative_energy_kcal_mol=144.3
C -2.5507 -0.5718 -2.2828
C -1.5988 -0.5142 -1.3371
C 1.1918 -0.0783 2.4558
C 3.2304 0.4771 -0.2471
N -1.8260 -0.0619 -0.0506
N 0.7151 0.1444 1.3110
O -1.2895 -0.3959 0.9701
O -2.7484 0.9019 0.0286
S 1.4050 0.4359 -0.1956
H -2.4056 -1.2154 -3.2253
H -3.5354 -0.1444 -2.0039
H -0.6903 -0.9355 -1.3973
H 0.4476 -0.1099 3.2471
H -3.2438 0.8705 0.8954
H 2.1936 -0.2931 2.7924
H 3.7057 1.4975 -0.3998
H 3.4922 -0.0140 -1.2177
H 3.5071 0.0071 0.6569



Entry 7:
20
Properties=species:S:1:pos:R:3 method="wB97M-V/def2-TZVPD" homo_lumo_gap_ev=9.388 total_charge=0 relative_energy_kcal_mol=62.3 smiles="CNC(C)=O.NCO"
C 0.4166 1.6741 0.0073
N 0.3673 2.1407 -1.3458
O -0.3820 2.5444 0.8235
H -1.2197 2.0671 0.9384
H 0.8331 1.4800 -1.9612
H 0.8107 3.0515 -1.4171
H 1.4331 1.7237 0.4113
H -0.2832 0.6294 0.1863
C -1.8573 -1.2906 -0.6483
C 1.4957 -1.2998 1.1357
N -0.8106 -0.9812 0.3091
C 0.5685 -1.2635 -0.0467
O 0.9220 -1.4411 -1.1992
H -1.0684 -1.0876 1.2848
H -2.3362 -2.2493 -0.4432
H -2.6066 -0.4972 -0.6192
H -1.5092 -1.3079 -1.6820
H 2.0238 -2.2585 1.1485
H 2.2205 -0.4907 1.0322
H 0.9820 -1.1434 2.0857



Entry 8:
65
Properties=species:S:1:pos:R:3 method="wB97M-V/def2-TZVPD" homo_lumo_gap_ev=5.768 total_charge=0 relative_energy_kcal_mol=2.3
Rh 0.2691 -0.3612 0.6555
C -2.8724 -2.8536 -2.0456
N -2.8526 -1.4237 -2.3353
C -3.9367 -0.8153 -3.0901
C -1.8760 -0.6955 -1.7507
O -1.0125 -1.2397 -1.0755
C -1.9370 0.8112 -1.9805
O -0.9354 1.4870 -1.2900
C 0.1023 2.0782 -2.0047
C 1.4122 1.3075 -1.8198
O 1.4379 0.2284 -1.2393
N 2.5366 1.8739 -2.3050
C 3.8149 1.2095 -2.1102
C 2.5636 3.0348 -3.1735
H -3.6613 -3.3161 -2.6325
H -3.0504 -3.0357 -0.9851
H -1.9158 -3.3053 -2.3021
H -4.5669 -1.6065 -3.4851
H -3.5663 -0.2355 -3.9371
H -4.5619 -0.1672 -2.4714
H -2.9048 1.1730 -1.6212
H -1.8949 1.0054 -3.0588
H 0.2358 3.0962 -1.6324
H -0.1272 2.1332 -3.0756
H 3.7103 0.4461 -1.3472
H 4.5533 1.9465 -1.7926
H 4.1564 0.7443 -3.0386
H 1.6124 3.5559 -3.1861
H 2.8121 2.7452 -4.1984
H 3.3245 3.7338 -2.8233
C 0.1038 -0.0791 2.2902
Ge 0.2969 -0.2982 4.2496
C -1.0279 -1.5980 4.8614
C -1.2290 -1.8579 6.2168
C -2.1746 -2.7839 6.6337
C -2.9413 -3.4614 5.6950
C -2.7557 -3.2114 4.3434
C -1.8044 -2.2873 3.9287
C -0.0101 1.3678 5.2266
C -1.2550 1.9918 5.1165
C -1.4899 3.2269 5.7020
C -0.4783 3.8625 6.4105
C 0.7628 3.2565 6.5310
C 0.9944 2.0207 5.9381
C 2.0979 -0.9326 4.6340
C 2.5202 -1.1555 5.9450
C 3.8017 -1.6162 6.2127
C 4.6816 -1.8602 5.1671
C 4.2735 -1.6469 3.8585
C 2.9901 -1.1869 3.5915
H -0.6488 -1.3253 6.9633
H -2.3166 -2.9753 7.6903
H -3.6838 -4.1805 6.0187
H -3.3534 -3.7386 3.6093
H -1.6556 -2.1004 2.8705
H -2.0545 1.5049 4.5673
H -2.4602 3.6979 5.6024
H -0.6563 4.8312 6.8608
H 1.5554 3.7487 7.0813
H 1.9729 1.5629 6.0316
H 1.8444 -0.9705 6.7737
H 4.1133 -1.7859 7.2361
H 5.6829 -2.2174 5.3739
H 4.9575 -1.8403 3.0410
H 2.6691 -1.0259 2.5683



Entry 9:
7
Properties=species:S:1:pos:R:3 method="wB97M-V/def2-TZVPD" homo_lumo_gap_ev=9.978 total_charge=0 relative_energy_kcal_mol=64.4 smiles="O=[Si](O)Cl.Br"
O 1.6069 -1.4385 1.2989
O -0.3449 0.1438 0.0027
Si 0.7370 -0.9217 -0.0219
Cl 1.3870 -1.8940 -1.6305
Br -2.6639 3.0326 -0.4634
H 1.7058 -0.6422 1.8549
H -2.4279 1.7198 -1.0406



Entry 10:
55
Properties=species:S:1:pos:R:3 method="wB97M-V/def2-TZVPD" homo_lumo_gap_ev=9.391 total_charge=0 relative_energy_kcal_mol=3.5 smiles=C[C@]1(CO)CCC[C@]2(C)[C@@H](CCc3ccoc3)[C@H](CO)CC[C@@H]12
C -3.9188 -1.4287 0.2958
H -3.6642 -2.1205 -0.5035
H -4.9670 -1.1589 0.1918
H -3.8082 -1.9386 1.2482
C -3.0355 -0.1698 0.2340
C -3.4311 0.6082 -1.0325
C -2.4488 1.7181 -1.3751
C -1.0655 1.1314 -1.6206
H -0.3911 1.9322 -1.9270
H -1.1360 0.4163 -2.4449
C -0.5062 0.4206 -0.3763
C -0.1784 1.4619 0.7054
H -0.0531 2.4490 0.2656
H 0.7331 1.2094 1.2348
H -0.9709 1.5329 1.4402
C -1.5524 -0.6227 0.1087
C -1.0108 -1.3188 1.3580
C 0.2480 -2.0977 1.0049
C 1.3333 -1.2215 0.3733
H 1.7421 -0.5462 1.1280
C 2.4882 -2.1520 -0.0456
O 2.1449 -3.0806 -1.0471
H 1.9108 -2.5965 -1.8464
H 3.3671 -1.5691 -0.3455
H 2.7746 -2.7590 0.8172
C 0.7504 -0.4101 -0.8007
H 0.3587 -1.1519 -1.5128
C 1.8134 0.3591 -1.6167
H 2.5603 -0.3601 -1.9596
H 1.3226 0.7356 -2.5162
C 2.5718 1.5397 -0.9889
C 3.6018 1.1541 0.0185
C 3.6172 1.4037 1.3586
O 4.7352 0.9189 1.9296
C 5.4585 0.3525 0.9514
C 4.8210 0.4660 -0.2428
H 5.1722 0.1207 -1.1942
H 6.3951 -0.0912 1.2248
H 2.9261 1.9151 1.9996
H 1.8820 2.2525 -0.5467
H 3.0896 2.0482 -1.8089
H -0.0020 -2.8947 0.3002
H 0.6516 -2.5699 1.9031
H -1.7486 -2.0135 1.7582
H -0.7793 -0.5925 2.1363
H -1.5858 -1.3841 -0.6815
H -2.4049 2.4540 -0.5716
H -2.7872 2.2364 -2.2758
H -3.4711 -0.0913 -1.8713
H -4.4363 1.0238 -0.9159
C -3.3524 0.6679 1.4935
H -2.9203 0.1936 2.3758
O -4.7288 0.7596 1.7802
H -5.1718 1.1775 1.0337
H -2.9430 1.6810 1.3988



Entry 11:
9
Properties=species:S:1:pos:R:3 method="wB97M-V/def2-TZVPD" homo_lumo_gap_ev=11.257 total_charge=0 relative_energy_kcal_mol=14.5 smiles="O=CC(F)(F)F.Br"
C 0.2112 0.4915 -0.3940
C 1.7373 0.0122 0.0172
O -0.0908 1.6123 -0.3854
F 1.8830 -1.1189 -0.6962
F 2.6889 0.8865 -0.2401
F 1.8215 -0.3624 1.2527
Br -3.7827 -1.1763 0.1371
H -0.4759 -0.3029 -0.5846
H -3.9925 -0.0419 0.8933



Entry 12:
75
Properties=species:S:1:pos:R:3 method="wB97M-V/def2-TZVPD" homo_lumo_gap_ev="4.854 / 4.860" total_charge=0 relative_energy_kcal_mol=82.8
Pt 0.9215 -0.5207 -0.5560
O -4.1832 2.8757 -1.6822
C -3.1280 2.0899 -1.4256
C -2.9931 1.3496 -0.2521
C -1.8759 0.5614 -0.0908
N -0.9351 0.4986 -1.0210
C -1.0467 1.1939 -2.1471
C -2.1289 2.0022 -2.3979
C 0.1000 1.0405 -3.1122
O 0.0486 1.5861 -4.1966
O 1.0822 0.3370 -2.6747
C -1.6427 -0.3165 1.1388
O -2.5860 -0.5295 1.8701
O -0.4475 -0.7524 1.2477
H -4.8239 2.8445 -0.9624
H -3.7404 1.3521 0.5304
H -2.1975 2.5501 -3.3260
I 2.7425 -3.1889 3.3121
C 1.4888 -3.8845 1.7881
C 0.9188 -5.1550 1.8529
C 0.1404 -5.6208 0.8255
I -0.5567 -7.6073 0.9321
C -0.1671 -4.7956 -0.2755
C -1.0102 -5.1468 -1.3511
C -1.2977 -4.2253 -2.3222
C -0.7270 -2.9476 -2.2415
N 0.1034 -2.6149 -1.2840
C 0.4027 -3.4965 -0.3094
C 1.3455 -3.0584 0.6783
O 2.0708 -1.9888 0.5116
H 1.1181 -5.7798 2.7115
H -1.4416 -6.1378 -1.3859
H -1.9606 -4.4669 -3.1396
H -0.9580 -2.1770 -2.9682
C 7.7788 0.2742 -0.5701
Si 6.1450 0.0959 0.3864
C 6.0541 1.5440 1.6055
C 6.0988 -1.5699 1.2798
Si 4.3063 0.0312 -1.2494
Te 2.6051 1.4276 -0.0018
Si 4.3622 -2.2673 -2.2089
C 6.1885 -2.3791 -2.7310
C 3.2421 -2.1293 -3.7321
C 4.1254 -3.9036 -1.2741
Si 4.8425 1.5652 -3.2007
C 5.2022 3.2418 -2.3869
C 6.4627 0.9289 -3.9641
C 3.5857 1.6910 -4.5936
H 8.6174 0.0925 0.1057
H 7.9006 1.2751 -0.9846
H 7.8631 -0.4430 -1.3856
H 6.9746 1.6288 2.1854
H 5.2340 1.4181 2.3126
H 5.9010 2.4932 1.0902
H 6.6921 -1.5537 2.1960
H 6.4880 -2.3702 0.6492
H 5.0788 -1.8279 1.5633
H 6.5609 -1.4762 -3.2052
H 6.3002 -3.1939 -3.4488
H 6.8382 -2.6030 -1.8849
H 3.7872 -1.6960 -4.5718
H 2.3918 -1.4794 -3.5362
H 2.8591 -3.1035 -4.0423
H 4.2630 -3.7754 -0.2008
H 4.8546 -4.6427 -1.6086
H 3.1335 -4.3232 -1.4298
H 6.0106 3.1751 -1.6579
H 4.3231 3.6338 -1.8744
H 5.4954 3.9781 -3.1376
H 7.2492 0.7660 -3.2296
H 6.8294 1.6686 -4.6793
H 6.3092 0.0028 -4.5163
H 2.5652 1.5559 -4.2565
H 3.7744 0.9322 -5.3539
H 3.6346 2.6684 -5.0778



Entry 13:
25
Properties=species:S:1:pos:R:3 method="wB97M-V/def2-TZVPD" homo_lumo_gap_ev=10.227 total_charge=0 relative_energy_kcal_mol=47.6 smiles="N[C@@H](CO)C(=O)N[C@@H](CO)C(=O)O"
C -0.9603 -1.0864 1.8834
C 0.0969 -0.1793 1.2807
C -1.6047 -2.1518 1.0183
C 1.0322 0.6088 -0.8314
C 0.1423 1.6311 -1.5553
C 2.1297 -0.0893 -1.6496
H -1.6344 0.8051 2.3114
H -2.4769 -0.4382 2.9872
H -0.4193 -1.4567 2.7306
H -2.0784 -2.7680 1.8351
H -0.8114 -2.7872 0.5413
H -2.4483 -0.5057 0.7536
H -0.5607 -0.6242 -0.6690
H 1.5525 1.0421 0.0100
H 3.0589 0.5848 -1.7927
H 1.7666 -0.5348 -2.6375
H 1.9437 -1.5063 -0.3218
H 0.3277 3.4854 -1.6961
N -1.9438 -0.1374 2.1496
N 0.2607 -0.3782 -0.0897
O 0.9198 0.4157 2.0312
O -2.5377 -1.5152 0.2082
O -0.9008 1.5484 -2.1565
O 2.6465 -1.2189 -0.8943
O 0.9404 2.7593 -1.6071



Entry 14:
33
Properties=species:S:1:pos:R:3 method="wB97M-V/def2-TZVPD" homo_lumo_gap_ev="4.437 / 9.936" total_charge=+2 multiplicity=2
N -20.4444 6.7224 -8.3217
H -19.7966 6.8851 -9.0793
H -20.2001 7.2026 -7.4674
H -20.5260 5.7215 -8.2140
H -21.3355 7.1452 -8.5396
N -21.5042 9.4885 -6.7272
H -20.6869 8.9119 -6.5870
H -21.7096 9.8297 -7.6554
H -21.3343 10.3230 -6.1842
H -22.3026 8.8961 -6.5493
N -23.2018 7.4820 -3.9251
H -22.2016 7.4990 -3.7857
H -23.3440 6.4958 -3.7601
H -23.4928 7.6032 -4.8847
H -23.6160 8.1809 -3.3251
N -18.1594 7.1500 -1.7745
H -17.2552 7.4609 -1.4492
H -18.3518 6.2494 -1.3597
H -18.1764 7.1856 -2.7837
H -18.8977 7.7709 -1.4752
O -18.2560 7.4141 -4.4170
C -19.4063 7.6979 -4.9706
O -20.5038 7.5939 -4.3902
O -19.3546 7.9460 -6.1773
H -17.7134 7.7604 -5.1292
Br -15.1231 8.2858 -1.5390
C -14.5087 9.8320 -2.6285
C -15.5857 11.0228 -2.7561
Br -17.0495 10.2463 -3.7981
H -14.3387 9.4837 -3.6472
H -13.6692 10.2921 -2.1072
H -15.1894 11.8839 -3.2942
H -15.9139 11.3615 -1.7734



Entry 15:
29
Properties=species:S:1:pos:R:3 method="wB97M-V/def2-TZVPD" homo_lumo_gap_ev=6.201 total_charge=0 relative_energy_kcal_mol=184.9
C 2.1961 -0.9274 -0.1052
C 2.7058 0.3012 0.4064
C 0.7222 -1.1204 0.2096
C 0.5920 1.2089 -0.5720
C 0.7723 -1.9671 1.5467
C -0.0959 -1.8512 -0.8523
C 1.1744 0.9250 -1.9970
C 0.4328 2.6331 -0.2957
C -0.7068 0.6496 1.3603
N 2.7271 -1.9059 -0.8192
N 2.8316 1.2291 1.1108
N 0.1618 0.2767 0.3366
O 3.0040 2.2651 1.7034
O 3.9238 -2.0026 -1.2597
H -0.0872 -2.2228 1.9724
H 1.3301 -1.3590 2.2774
H 1.2638 -2.8988 1.3908
H -0.6428 -2.6067 -0.3373
H 0.8160 -2.1443 -1.5278
H -0.7891 -1.3522 -1.4682
H 0.4933 1.0058 -2.9087
H 1.3552 -0.0561 -2.0549
H 2.0561 1.6152 -1.9974
H -0.3981 2.7611 0.4435
H 0.2688 3.1611 -1.2110
H 1.4787 2.7996 -0.1057
H -0.3595 1.5456 1.8600
H -1.7560 0.9349 0.9395
H -0.7543 -0.2128 2.0095